[1]
C27H28F32O7 | wB97M-V/def2-TZVPD

Properties
- SMILES = FC(F)C(F)(F)COC(F)(F)C(F)F.FC(F)C(F)(F)COC(F)(F)C(F)F.FC(F)C(F)(F)COC(F)(F)C(F)F.FC(F)C(F)(F)COC(F)(F)C(F)F.CCOC[C@@H]1CCC(=O)O1
- LUMO energy (Eh) = 0.00312
- orbital gap (eV) = 10.20

Structure (XYZ):
```
94
Properties=species:S:1:pos:R:3:mulliken_charge:R:1
F -5.327 -0.041 -2.920 -0.203
C -5.243 -1.172 -3.646 -0.005
F -6.426 -1.821 -3.543 -0.279
C -4.132 -2.104 -3.153 0.994
F -4.452 -2.622 -1.942 -0.213
F -4.127 -3.147 -4.030 -0.332
C -2.698 -1.561 -3.134 -0.935
O -2.183 -1.020 -1.924 -0.295
C -2.418 0.273 -1.554 0.979
F -2.911 1.007 -2.573 -0.313
F -1.216 0.813 -1.230 -0.341
C -3.290 0.391 -0.296 0.273
F -4.430 -0.315 -0.428 -0.250
F -3.618 1.691 -0.097 -0.271
H -5.076 -0.914 -4.696 0.324
H -2.072 -2.431 -3.312 0.228
H -2.531 -0.883 -3.964 0.490
H -2.748 0.022 0.575 0.202
F -1.282 -6.575 1.627 -0.199
C -1.577 -6.900 2.901 0.068
F -2.021 -8.177 2.915 -0.269
C -2.668 -5.998 3.486 0.881
F -3.851 -6.243 2.887 -0.271
F -2.787 -6.388 4.790 -0.327
C -2.408 -4.485 3.528 -0.740
O -2.927 -3.668 2.491 -0.342
C -2.278 -3.488 1.299 0.414
F -1.004 -3.923 1.354 -0.303
F -2.225 -2.151 1.081 -0.154
C -3.038 -4.097 0.112 0.439
F -3.315 -5.395 0.341 -0.235
F -2.252 -4.024 -0.989 -0.242
H -0.668 -6.839 3.506 0.284
H -2.947 -4.144 4.411 0.408
H -1.354 -4.272 3.712 0.327
H -3.969 -3.565 -0.061 0.234
F 2.251 3.427 5.456 -0.230
C 1.049 2.814 5.528 0.428
F 0.300 3.482 6.437 -0.298
C 1.174 1.355 5.967 0.827
F 1.573 1.282 7.257 -0.288
F -0.092 0.851 5.910 -0.307
C 2.035 0.421 5.105 -0.740
O 3.382 0.181 5.484 -0.410
C 4.405 1.022 5.139 0.743
F 4.036 1.897 4.184 -0.248
F 5.386 0.252 4.612 -0.313
C 5.030 1.733 6.350 0.185
F 4.098 2.367 7.081 -0.212
F 5.920 2.648 5.902 -0.258
H 0.553 2.880 4.554 0.020
H 1.564 -0.555 5.215 0.385
H 1.958 0.681 4.048 0.386
H 5.543 1.004 6.980 0.258
F 2.341 -1.037 -8.415 -0.216
C 2.953 0.133 -8.149 0.096
F 4.268 -0.009 -8.423 -0.265
C 2.802 0.532 -6.678 0.831
F 3.505 -0.307 -5.890 -0.268
F 3.385 1.763 -6.581 -0.327
C 1.382 0.700 -6.117 -0.725
O 0.792 -0.384 -5.417 -0.341
C 0.149 -1.410 -6.052 0.740
F -0.115 -1.116 -7.336 -0.292
F -1.053 -1.556 -5.427 -0.345
C 0.870 -2.759 -5.905 0.314
F 2.150 -2.668 -6.299 -0.231
F 0.241 -3.668 -6.682 -0.268
H 2.542 0.910 -8.799 0.290
H 1.482 1.470 -5.354 0.409
H 0.705 1.103 -6.872 0.333
H 0.838 -3.085 -4.863 0.237
C 3.692 2.846 1.075 -0.460
C 4.031 4.291 0.710 -0.480
O 2.911 5.115 0.411 -0.449
C 1.853 5.067 1.347 -0.962
C 0.684 4.212 0.835 0.460
C -0.612 4.920 0.451 -0.764
C -1.532 3.659 0.448 -0.387
C -1.074 3.060 1.746 0.515
O -1.662 2.589 2.670 -0.615
O 0.296 3.178 1.756 -0.123
H 3.365 2.764 2.115 -0.069
H 2.883 2.497 0.427 0.171
H 4.549 2.190 0.913 0.462
H 4.674 4.752 1.471 0.310
H 4.627 4.270 -0.208 0.341
H 2.167 4.735 2.342 0.269
H 1.493 6.096 1.462 0.424
H 1.060 3.796 -0.112 0.213
H -1.039 5.580 1.213 0.435
H -0.643 5.381 -0.536 0.362
H -2.595 3.798 0.300 0.398
H -1.059 3.017 -0.306 0.016
```

=====

[2]
C27H28F4NO2 | wB97M-V/def2-TZVPD

Properties
- net charge = +1
- LUMO energy (Eh) = -0.23762
- orbital gap (eV) = 3.28

Structure (XYZ):
```
62
Properties=species:S:1:pos:R:3:mulliken_charge:R:1
F 3.501 -1.645 -4.484 -0.292
C 3.845 -1.255 -3.204 0.213
C 4.929 -0.394 -3.043 -0.610
C 5.257 -0.066 -1.718 0.100
F 6.347 0.759 -1.527 -0.275
C 4.564 -0.556 -0.623 -0.325
C 3.416 -1.385 -0.799 0.802
C 2.608 -1.853 0.309 -0.049
C 1.445 -2.631 0.098 -0.618
C 0.593 -3.284 0.991 -0.407
C -0.549 -4.132 0.667 1.025
C -1.365 -4.600 1.742 -0.807
C -2.470 -5.401 1.497 0.284
F -3.236 -5.817 2.558 -0.281
C -2.857 -5.809 0.223 -0.606
C -2.051 -5.362 -0.819 0.441
F -2.402 -5.743 -2.095 -0.283
C -0.922 -4.557 -0.649 -0.801
C 3.099 -1.761 -2.141 -0.934
H 5.489 -0.009 -3.898 0.501
H 4.925 -0.317 0.375 0.609
H 2.935 -1.533 1.301 0.616
H 1.114 -2.727 -0.932 0.186
H 0.728 -3.168 2.079 0.434
H -1.118 -4.320 2.764 0.425
H -3.730 -6.431 0.051 0.487
H -0.328 -4.259 -1.512 0.514
H 2.291 -2.449 -2.357 0.611
C 6.436 -3.275 0.907 -0.404
O 6.865 -3.248 2.289 -0.343
C 6.692 -2.026 2.818 -0.146
O 6.418 -1.067 2.106 -0.662
C 6.949 -2.042 4.305 0.729
C 8.434 -2.259 4.621 -0.620
C 8.765 -1.293 5.753 -0.595
C 7.484 -0.524 6.069 -0.739
N 6.582 -0.812 4.946 0.141
C 5.245 -0.448 4.993 0.282
C 4.448 -0.073 3.926 -0.791
C 3.271 0.824 4.082 -0.759
C 2.747 0.896 5.526 -0.679
C 3.130 -0.329 6.358 -1.013
C 4.644 -0.484 6.398 -0.372
H 6.574 -4.310 0.590 0.294
H 5.376 -2.976 0.844 0.044
H 7.048 -2.586 0.306 0.272
H 6.360 -2.898 4.702 0.260
H 8.555 -3.305 4.902 0.331
H 9.056 -2.073 3.738 0.349
H 9.131 -1.820 6.636 0.293
H 9.540 -0.592 5.439 0.271
H 7.082 -0.868 7.034 0.355
H 7.656 0.554 6.155 0.336
H 4.826 -0.134 2.903 0.611
H 3.579 1.845 3.765 0.315
H 2.444 0.570 3.400 0.191
H 3.246 1.777 5.951 0.259
H 1.662 1.053 5.558 0.390
H 2.755 -0.241 7.383 0.368
H 2.689 -1.232 5.920 0.335
H 4.915 -1.422 6.923 0.410
H 5.113 0.359 6.946 0.328
```

=====

[3]
C27H28F6N3Pd | wB97M-V/def2-TZVPD

Properties
- net charge = +3
- 2S+1 = 5
- LUMO energy (spin up / spin down) (Eh) = -0.37890 / -0.45979
- ⟨S²⟩ = 6.051
- orbital gap (spin up / spin down) (eV) = 6.09 / 5.52

Structure (XYZ):
```
65
Properties=species:S:1:pos:R:3:mulliken_charge:R:1
Pd -0.218 -0.581 0.333 0.468
C -3.260 0.603 -1.212 -1.310
C -3.036 1.832 -0.410 1.041
C -4.143 2.657 -0.037 -0.786
C -3.993 3.772 0.780 -0.878
C -2.735 4.103 1.216 -0.727
C -1.589 3.308 0.879 2.036
C -0.299 3.653 1.507 -1.391
C -1.739 2.207 -0.016 -0.616
N -0.649 1.486 -0.464 0.783
C 0.415 1.985 -1.113 0.534
C 0.280 3.252 -1.908 -1.899
C 1.643 1.288 -1.116 -0.078
C 2.780 1.782 -1.956 -1.861
N 1.749 0.122 -0.445 0.381
C 2.906 -0.410 0.041 0.529
C 3.150 -1.821 -0.151 0.653
C 2.068 -2.713 -0.668 -1.193
C 4.409 -2.300 0.088 -0.883
C 5.415 -1.469 0.626 -0.789
C 5.150 -0.136 0.929 -0.798
C 3.907 0.413 0.699 1.487
C 3.635 1.804 1.162 -1.231
H -4.219 0.637 -1.727 0.565
H -3.287 -0.269 -0.545 0.243
H -2.462 0.460 -1.940 0.232
H -5.124 2.430 -0.438 0.499
H -4.848 4.374 1.054 0.483
H -2.593 4.984 1.831 0.562
H -0.418 3.694 2.596 0.541
H -0.008 4.673 1.224 0.542
H 0.499 2.960 1.269 -0.278
H -0.708 3.692 -1.800 0.428
H 0.444 3.048 -2.969 0.463
H 1.031 3.987 -1.611 0.406
H 2.490 1.817 -3.009 0.509
H 3.648 1.133 -1.867 0.396
H 3.066 2.798 -1.678 0.398
H 1.671 -2.343 -1.616 0.257
H 1.256 -2.772 0.065 0.178
H 2.431 -3.726 -0.823 0.523
H 4.643 -3.328 -0.155 0.501
H 6.391 -1.885 0.843 0.451
H 5.916 0.482 1.380 0.580
H 3.680 1.835 2.254 0.438
H 2.661 2.179 0.859 -0.290
H 4.418 2.483 0.821 0.521
F -3.140 -6.848 -0.051 -0.222
C -3.533 -5.793 -0.758 0.690
F -4.832 -5.574 -0.531 -0.213
F -3.356 -6.041 -2.054 -0.248
C -2.756 -4.550 -0.337 0.365
C -2.241 -3.694 -1.306 -0.843
C -1.600 -2.554 -0.876 -0.213
N -1.473 -2.251 0.428 0.140
C -1.959 -3.075 1.359 -0.544
C -2.607 -4.248 1.007 -0.870
H -2.336 -3.916 -2.360 0.566
H -1.177 -1.852 -1.596 0.719
H -1.838 -2.803 2.398 0.585
H -2.979 -4.909 1.778 0.508
F 0.963 0.548 2.431 -0.160
C -0.166 -0.119 2.210 0.519
F -0.203 -1.175 2.988 -0.208
F -1.195 0.675 2.488 -0.188
```

=====

[4]
C27H28HfI2N3OS4 | wB97M-V/def2-TZVPD

Properties
- net charge = +3
- LUMO energy (Eh) = -0.33382
- orbital gap (eV) = 6.28

Structure (XYZ):
```
66
Properties=species:S:1:pos:R:3:mulliken_charge:R:1
Hf 0.265 -0.257 0.166 -0.375
C -3.036 -1.038 2.101 -0.661
C -2.170 -2.264 2.328 -0.962
S -0.987 -2.627 0.996 0.204
C -2.038 -3.274 -0.344 -0.673
C -1.198 -3.488 -1.587 -1.008
S -0.282 -2.038 -2.197 0.188
C -1.427 -1.153 -3.303 -0.853
C -2.654 -0.553 -2.641 -0.843
S -2.193 -0.076 -0.958 0.404
C -3.453 1.074 -0.353 -1.207
C -3.014 1.587 1.014 -0.405
S -1.975 0.434 1.973 0.188
H -3.700 -0.901 2.955 0.557
H -3.640 -1.130 1.200 0.285
H -2.781 -3.155 2.474 0.586
H -1.546 -2.147 3.216 0.434
H -2.871 -2.594 -0.501 0.299
H -2.419 -4.234 0.006 0.642
H -1.808 -3.873 -2.405 0.552
H -0.419 -4.226 -1.392 0.505
H -1.706 -1.833 -4.107 0.590
H -0.796 -0.375 -3.735 0.347
H -3.470 -1.271 -2.565 0.462
H -3.011 0.324 -3.181 0.583
H -4.386 0.516 -0.304 0.549
H -3.577 1.898 -1.055 0.602
H -3.876 1.867 1.618 0.629
H -2.374 2.463 0.922 -0.003
C 2.785 -3.231 2.508 -1.053
C 3.775 -3.608 1.614 -0.633
C 3.880 -2.942 0.401 -1.132
C 2.983 -1.931 0.111 0.601
N 1.946 -1.655 0.925 0.194
C 1.881 -2.266 2.116 0.022
C 3.110 -1.034 -1.054 1.083
C 4.265 -0.966 -1.813 -1.115
C 4.356 -0.045 -2.844 -0.589
C 3.285 0.804 -3.082 -1.115
C 2.181 0.711 -2.262 0.234
N 2.084 -0.177 -1.258 0.521
H 2.704 -3.688 3.484 0.477
H 4.477 -4.393 1.865 0.498
H 4.670 -3.196 -0.290 0.490
H 1.087 -1.949 2.782 0.555
H 5.098 -1.619 -1.600 0.436
H 5.255 0.017 -3.443 0.479
H 3.315 1.542 -3.871 0.503
H 1.349 1.386 -2.402 0.368
I 1.637 1.558 4.749 0.132
C 0.958 2.689 3.148 -0.421
C 0.720 4.076 3.264 -0.131
C 0.264 4.818 2.208 -0.372
I -0.044 6.866 2.462 0.219
C -0.002 4.191 0.957 0.528
C -0.492 4.821 -0.199 -0.721
C -0.740 4.078 -1.333 -1.487
C -0.511 2.706 -1.320 0.109
N -0.023 2.056 -0.266 0.577
C 0.236 2.802 0.863 0.479
C 0.730 2.062 1.952 0.128
O 0.953 0.752 1.698 -0.297
H 0.910 4.559 4.213 0.425
H -0.681 5.887 -0.194 0.315
H -1.119 4.546 -2.230 0.489
H -0.742 2.115 -2.199 0.590
```

=====

Values for E_tot, eV, ordered as above
-129744.788, -44899.073, -52677.965, -95801.304
Values for F_max, eV/Å, ordered as above
1.68, 2.47, 1.85, 0.76